Here is the molecule C21H27ClN2O5 from OMol25. Energies are from wB97M-V/def2-TZVPD.

Geometry as XYZ:
```
56
Properties=species:S:1:pos:R:3:forces:R:3
C -7.0316 1.3684 0.7985 0.005 -0.010 -0.001
O -6.4885 0.3431 -0.0315 -0.005 0.006 -0.006
C -5.1671 0.0869 0.2056 0.005 0.005 0.008
C -4.1978 0.6746 -0.6106 0.002 0.006 -0.012
C -4.6093 1.6066 -1.7150 0.005 0.017 0.011
C -2.8653 0.3665 -0.3852 0.031 -0.015 0.002
C -2.4838 -0.4968 0.6354 -0.010 -0.027 0.012
C -1.0184 -0.7625 0.8023 -0.010 0.044 0.007
O -0.2375 -0.6140 -0.1240 0.020 0.019 -0.041
N -0.5970 -1.1476 2.0319 0.003 -0.003 0.010
C 0.8221 -1.3354 2.2944 -0.027 -0.006 -0.033
C 1.3397 -2.6788 1.7955 0.006 -0.030 -0.045
C 2.8330 -2.8138 2.0033 -0.001 0.009 0.028
O 3.4861 -1.8640 1.1850 0.010 0.005 0.018
C 4.8587 -1.7476 1.4643 0.018 -0.020 -0.003
C 5.4721 -0.7669 0.4834 -0.006 0.081 -0.017
N 5.6090 -1.2827 -0.8608 -0.029 -0.078 0.058
C 4.7306 -1.1347 -1.8929 -0.007 -0.032 -0.025
O 4.8503 -1.7544 -2.9322 0.002 0.009 0.002
C 3.6578 -0.1684 -1.6984 0.023 0.017 0.003
C 2.7357 0.5942 -1.6080 0.002 0.016 -0.020
C 1.5948 1.4928 -1.5376 -0.016 -0.027 -0.005
C 1.9220 2.9819 -1.7039 0.008 -0.005 0.009
C 0.5641 3.5600 -2.1103 -0.009 0.004 0.005
O -0.2134 2.4759 -2.6286 -0.041 -0.010 0.013
C 0.5887 1.3027 -2.6729 0.002 -0.010 0.034
C -3.4514 -1.0911 1.4332 0.003 0.016 -0.017
C -4.7857 -0.7978 1.2095 0.000 -0.009 0.012
Cl -5.9997 -1.5697 2.1786 0.001 0.000 -0.001
H -8.0732 1.4807 0.5100 -0.001 0.000 -0.001
H -6.9729 1.0894 1.8522 -0.002 0.004 0.001
H -6.5043 2.3129 0.6418 0.000 0.002 0.001
H -3.7593 1.8339 -2.3559 0.005 -0.002 0.003
H -5.4052 1.1684 -2.3161 0.001 -0.003 -0.005
H -4.9893 2.5489 -1.3149 -0.011 -0.008 -0.002
H -2.0951 0.7982 -1.0128 -0.001 0.023 -0.003
H -1.2442 -1.1260 2.7987 0.005 0.001 0.002
H 1.3736 -0.5368 1.7974 0.013 0.000 0.009
H 0.9786 -1.2436 3.3707 -0.006 0.006 0.002
H 0.8293 -3.4930 2.3162 0.001 0.000 0.000
H 1.1198 -2.7684 0.7303 -0.004 -0.007 0.004
H 3.0902 -2.6334 3.0587 0.004 0.001 -0.004
H 3.1733 -3.8260 1.7514 -0.006 0.003 -0.010
H 5.0094 -1.3817 2.4902 0.000 0.010 -0.003
H 5.3543 -2.7264 1.3857 -0.001 0.003 -0.007
H 4.8464 0.1247 0.4437 0.008 0.010 0.010
H 6.4560 -0.4638 0.8476 0.006 -0.014 -0.002
H 6.2913 -2.0060 -1.0303 0.013 0.009 -0.003
H 1.0734 1.3208 -0.5936 -0.009 0.001 -0.005
H 2.3188 3.4345 -0.7965 -0.001 0.003 -0.003
H 2.6569 3.1051 -2.5003 0.001 0.004 0.002
H 0.0293 3.9784 -1.2540 -0.003 -0.001 -0.004
H 0.6584 4.3394 -2.8696 0.006 -0.004 -0.005
H 1.1122 1.2205 -3.6325 0.002 -0.005 0.002
H -0.0485 0.4334 -2.5268 0.002 0.000 0.012
H -3.1973 -1.8113 2.1996 -0.008 -0.003 0.002
```
Forces are in eV/Å.

Properties
- HOMO-LUMO gap (eV) = 9.75
- max |F| (eV/Å) = 0.10
- electronic energy (hartree) = -1762.2717
- HOMO energy (Eh) = -0.338
- SMILES = COc1c(C)cc(C(=O)NCCCOCCNC(=O)C#C[C@H]2CCOC2)cc1Cl